{"formula": "C62H128N7O4", "method": "ωB97M-V/def2-TZVPD", "total_charge": 5, "lumo_energy_ha": -0.298, "de_lowest_kcal_mol": 84.1, "e_homo_ha": -0.4482, "largest_force_ev_per_a": 4.813, "species": ["C", "C", "C", "O", "C", "C", "C", "O", "O", "O", "H", "H", "C", "C", "C", "N", "C", "C", "C", "C", "C", "H", "H", "H", "H", "H", "H", "H", "H", "H", "H", "H", "H", "H", "H", "H", "H", "H", "H", "C", "C", "C", "N", "C", "C", "C", "C", "C", "H", "H", "H", "H", "H", "H", "H", "H", "H", "H", "H", "H", "H", "H", "H", "H", "H", "H", "C", "C", "C", "N", "C", "C", "C", "C", "C", "H", "H", "H", "H", "H", "H", "H", "H", "H", "H", "H", "H", "H", "H", "H", "H", "H", "H", "C", "C", "C", "N", "C", "C", "C", "C", "C", "H", "H", "H", "H", "H", "H", "H", "H", "H", "H", "H", "H", "H", "H", "H", "H", "H", "H", "C", "C", "C", "N", "C", "C", "C", "C", "C", "H", "H", "H", "H", "H", "H", "H", "H", "H", "H", "H", "H", "H", "H", "H", "H", "H", "H", "C", "C", "C", "N", "C", "C", "C", "C", "C", "H", "H", "H", "H", "H", "H", "H", "H", "H", "H", "H", "H", "H", "H", "H", "H", "H", "H", "C", "C", "C", "N", "C", "C", "C", "C", "C", "H", "H", "H", "H", "H", "H", "H", "H", "H", "H", "H", "H", "H", "H", "H", "H", "H", "H"], "positions_angstrom": [[0.646779, 0.703228, -1.415276], [1.795566, 0.540420, -0.746653], [2.145806, -0.887658, -0.219389], [3.291640, -1.145768, 0.288226], [1.292843, -1.938417, -0.230830], [-0.002368, -1.769403, -0.867791], [-0.261037, -0.417957, -1.647256], [-1.133940, -0.365632, -2.565074], [-0.841189, -2.641003, -0.788463], [2.467725, 1.610656, -0.543657], [0.285270, 1.679890, -1.701343], [1.498471, -2.923405, 0.161515], [9.841800, 3.885883, 6.187722], [8.700712, 3.052820, 5.541810], [7.537068, 3.950849, 4.982365], [6.212094, 3.233912, 4.632635], [6.555159, 2.145973, 3.627089], [5.307819, 4.266409, 4.110013], [3.904790, 3.852915, 4.512926], [3.930089, 2.553464, 5.333157], [5.345323, 2.660003, 5.822998], [10.630244, 3.237189, 6.569372], [9.400156, 4.400036, 7.041352], [10.203499, 4.666457, 5.518401], [8.235802, 2.392816, 6.274186], [9.196904, 2.372428, 4.849739], [7.906094, 4.661644, 4.242985], [7.212205, 4.766226, 5.628696], [6.906573, 2.657044, 2.730758], [5.584556, 1.706626, 3.396859], [7.201547, 1.406124, 4.099238], [5.571907, 4.358674, 3.056519], [5.487035, 5.289525, 4.440484], [3.238871, 3.667120, 3.670238], [3.431098, 4.687536, 5.029753], [3.781939, 1.693503, 4.679988], [3.116323, 2.559781, 6.058317], [5.792855, 1.762054, 6.249014], [5.420546, 3.446025, 6.574386], [4.207333, -6.829956, -0.210416], [3.740294, -6.811700, -1.619697], [2.210677, -7.096432, -1.953703], [1.837377, -6.870015, -3.432221], [2.675678, -7.782232, -4.359894], [0.310047, -7.308942, -3.627586], [-0.192113, -6.438077, -4.770034], [0.438213, -5.118684, -4.530445], [1.794811, -5.375137, -3.813207], [4.219669, -5.781276, 0.086613], [5.249888, -7.147963, -0.203470], [3.670471, -7.550908, 0.406107], [4.313320, -7.627543, -2.060307], [4.032045, -5.861229, -2.066450], [1.605188, -6.512446, -1.260562], [2.044611, -8.159370, -1.778538], [3.739661, -7.596511, -4.213167], [2.542982, -7.583096, -5.423299], [2.587093, -8.844199, -4.130837], [0.150361, -8.366820, -3.836133], [-0.153012, -7.086834, -2.666147], [-0.013303, -6.873116, -5.753324], [-1.277191, -6.349254, -4.716869], [0.598116, -4.529388, -5.433363], [-0.132987, -4.494609, -3.843151], [2.690893, -5.173788, -4.400221], [2.004513, -4.826836, -2.894789], [-1.957227, -6.604087, 2.827587], [-1.185999, -6.139108, 4.125191], [-0.592569, -4.723646, 4.119939], [0.440201, -4.361452, 5.270211], [-0.306798, -4.324244, 6.621780], [1.146239, -2.979230, 5.115030], [2.510642, -3.061362, 5.842250], [2.775078, -4.610051, 6.154872], [1.634541, -5.292215, 5.379581], [-1.406846, -6.538059, 1.889072], [-2.855508, -5.992449, 2.743534], [-2.207291, -7.664997, 2.834733], [-0.357219, -6.845281, 4.175769], [-1.842208, -6.259106, 4.987215], [-1.304857, -3.906180, 4.231716], [-0.018149, -4.660764, 3.195716], [-1.001216, -5.156713, 6.735197], [-0.959893, -3.468399, 6.451234], [0.230087, -4.145201, 7.553339], [0.562094, -2.137254, 5.486452], [1.170576, -2.803218, 4.039607], [2.570991, -2.425871, 6.725776], [3.353124, -2.778316, 5.211218], [2.534576, -4.712702, 7.213038], [3.786960, -4.921852, 5.896080], [1.324315, -6.217757, 5.864601], [2.026496, -5.512428, 4.386616], [-5.004718, 3.013096, 8.640247], [-4.551032, 3.149663, 7.237777], [-4.710919, 1.822616, 6.384246], [-4.267096, 2.048588, 4.985596], [-5.212265, 3.066830, 4.198398], [-4.365198, 0.712135, 4.323669], [-3.690820, 0.876684, 2.975953], [-2.584671, 1.943753, 3.226299], [-2.789339, 2.391227, 4.658276], [-5.024452, 3.890044, 9.287293], [-4.256925, 2.408681, 9.153666], [-5.991344, 2.565031, 8.758204], [-3.523488, 3.513298, 7.236676], [-5.043911, 3.933790, 6.663042], [-5.778538, 1.602877, 6.385819], [-4.144311, 1.012723, 6.843719], [-4.841076, 3.130511, 3.175526], [-5.163199, 4.069238, 4.623678], [-6.166911, 2.541429, 4.171503], [-5.377638, 0.338300, 4.170928], [-3.783005, -0.000675, 4.907675], [-4.445063, 1.098456, 2.220928], [-3.212127, -0.063888, 2.703426], [-2.860021, 2.718455, 2.510681], [-1.566944, 1.576955, 3.092852], [-2.550321, 3.453570, 4.609346], [-2.255091, 1.835573, 5.428949], [-7.553962, 0.252451, -5.068022], [-6.801331, -0.663164, -4.235780], [-7.768097, -1.598734, -3.418724], [-7.080777, -2.634071, -2.503897], [-6.252011, -1.824543, -1.454485], [-8.107808, -3.523525, -1.785117], [-7.200109, -4.697533, -1.282130], [-6.069195, -4.817614, -2.326510], [-6.249019, -3.664914, -3.372484], [-8.345162, 0.718933, -4.481083], [-8.071765, -0.274130, -5.869700], [-7.042373, 1.160333, -5.387594], [-6.315544, 0.013196, -3.532471], [-5.937790, -1.017040, -4.798959], [-8.462551, -2.177640, -4.027577], [-8.577753, -1.096810, -2.888965], [-5.529731, -1.286038, -2.068013], [-5.695206, -2.522339, -0.829071], [-6.953087, -1.217384, -0.881799], [-8.623257, -2.823962, -1.127082], [-8.706701, -3.832889, -2.641695], [-6.913630, -4.709048, -0.230521], [-7.857646, -5.562254, -1.192592], [-5.089331, -4.936606, -1.864129], [-6.201933, -5.732584, -2.903847], [-5.303033, -3.208110, -3.663249], [-6.855028, -3.914633, -4.243399], [-7.651252, 6.750811, -3.738994], [-6.229986, 6.482677, -3.098458], [-5.449958, 5.467215, -3.924643], [-3.839593, 5.386751, -3.713340], [-3.547629, 4.878831, -2.279470], [-3.154499, 6.788125, -3.975692], [-1.904475, 6.637301, -4.795976], [-2.344716, 5.456653, -5.661817], [-3.008946, 4.515429, -4.678437], [-8.310598, 5.892743, -3.608327], [-7.742978, 6.956885, -4.805401], [-8.211324, 7.577035, -3.301055], [-6.418243, 6.061185, -2.111043], [-5.773343, 7.457151, -2.925274], [-5.462724, 5.701504, -4.989088], [-5.926477, 4.494593, -3.802009], [-2.493709, 5.147538, -2.207730], [-3.683338, 3.797512, -2.258598], [-4.286412, 5.301188, -1.598348], [-2.964438, 7.347717, -3.059811], [-3.865765, 7.312738, -4.613653], [-1.054455, 6.244931, -4.237745], [-1.536685, 7.565161, -5.234046], [-1.478535, 4.941386, -6.076961], [-3.065907, 5.775504, -6.414350], [-2.263316, 3.957401, -4.112089], [-3.730953, 3.851050, -5.153196], [3.700021, 0.356679, -6.012222], [5.023638, 0.899318, -5.476595], [5.002089, 2.336563, -4.970540], [6.362135, 3.029529, -4.660785], [7.124016, 2.183375, -3.647491], [6.168352, 4.482681, -4.198698], [7.484958, 5.252570, -4.433777], [8.149289, 4.425740, -5.585483], [7.133665, 3.330725, -5.972115], [3.797888, -0.679440, -6.336211], [3.417706, 1.057424, -6.797937], [2.959847, 0.397405, -5.213115], [5.810496, 0.802649, -6.224668], [5.321495, 0.210468, -4.686104], [4.342379, 2.548229, -4.129062], [4.612591, 3.037172, -5.709142], [8.079073, 2.658008, -3.422341], [7.298198, 1.151143, -3.951237], [6.443583, 2.092580, -2.800808], [5.990276, 4.451878, -3.123785], [5.320249, 4.936725, -4.711203], [8.166317, 5.391080, -3.594336], [7.106440, 6.212044, -4.786275], [9.074641, 3.891625, -5.369728], [8.461724, 5.079611, -6.399691], [7.569041, 2.416482, -6.375470], [6.401058, 3.702733, -6.688356]], "forces_ev_per_a": [[-4.065, -2.384, -0.975], [1.716, 1.983, 1.409], [4.306, 0.044, 1.464], [-0.405, 1.612, -0.435], [-4.147, 0.196, -1.953], [2.399, 0.929, 0.892], [0.322, 0.885, -1.902], [0.437, -0.401, 1.783], [-2.268, -1.359, -0.481], [0.898, -1.746, 0.558], [0.251, 0.111, -0.329], [0.334, 0.082, 0.174], [-1.469, 0.102, 0.332], [-0.425, 0.461, 0.215], [0.649, -0.028, 1.310], [1.525, -0.236, 0.914], [-1.786, 0.644, 0.387], [-0.445, 0.370, -1.476], [-1.953, 0.206, -1.221], [0.621, 0.847, -1.094], [1.637, 0.014, 0.973], [0.026, 0.146, -0.309], [0.231, 0.130, 0.171], [0.278, -0.279, -0.095], [0.165, -0.001, 0.360], [-0.523, 0.238, -0.678], [-0.295, -0.930, -1.407], [0.102, -0.588, 1.271], [0.445, -0.370, 0.183], [0.215, -0.353, -0.303], [0.109, 0.339, -0.286], [-0.723, -0.295, -0.300], [0.570, -0.368, 0.799], [0.231, 0.233, -0.340], [0.104, -0.182, 0.348], [0.059, -0.047, 0.043], [0.564, -0.058, 0.383], [0.182, 0.015, -0.343], [0.004, -0.005, 0.102], [0.198, 0.544, 0.657], [-0.916, -1.001, -2.255], [1.915, -0.238, 0.200], [-1.408, -1.424, -0.136], [1.003, 0.808, 0.458], [0.645, 0.395, -0.015], [-0.795, -0.836, 0.311], [1.433, 1.572, 0.651], [0.944, -0.721, -0.174], [-0.355, -0.294, 1.072], [-0.013, 0.009, 0.034], [-0.157, 0.423, 0.317], [-0.129, 0.203, -0.772], [0.054, -0.092, -0.258], [-0.438, 0.188, -0.592], [-0.224, 0.033, 0.065], [-0.081, 0.439, 0.306], [-0.767, 0.107, 0.228], [-0.738, 0.200, 0.145], [0.742, -0.062, 0.172], [-0.100, 0.234, -0.152], [0.430, -0.020, 0.089], [-0.055, -0.109, 0.112], [-0.013, -0.083, 0.031], [-0.274, -0.072, -0.102], [-0.195, -0.174, -0.404], [-0.689, 0.103, 0.055], [0.137, 0.966, 0.416], [0.151, -0.617, -0.314], [1.021, 0.181, 0.165], [0.667, -0.182, 1.790], [-1.336, 0.666, -1.279], [-0.020, -0.106, -0.585], [0.639, -1.275, -0.631], [-2.228, 1.927, 0.523], [0.741, -0.770, -0.301], [0.386, 0.605, 0.177], [-0.144, -0.262, -0.248], [-0.208, 0.112, 0.727], [0.102, 0.013, 0.522], [0.043, -0.279, -0.044], [-0.172, -0.182, -0.411], [0.042, 0.618, 0.034], [0.557, -0.340, -0.125], [-0.098, 0.105, 0.420], [0.698, -0.200, -0.580], [-0.453, -0.501, 0.321], [0.577, -0.195, -0.077], [-0.255, -0.241, 0.029], [-0.408, 0.418, -0.319], [0.670, -0.407, 0.076], [-0.373, -0.170, 0.075], [-0.117, 0.038, -0.201], [-0.510, -0.012, -0.245], [-0.121, -0.588, 1.556], [0.334, 0.093, -1.852], [0.404, 2.693, 1.863], [-0.715, 0.711, -1.881], [1.109, -1.537, 0.399], [0.278, -0.527, -1.260], [0.798, -0.966, 0.296], [-1.284, -0.859, -0.591], [-0.704, 0.329, 0.345], [0.020, 0.507, -0.687], [-0.245, -0.502, 0.143], [0.040, -0.193, -0.132], [0.354, -0.404, -0.067], [-0.527, 0.043, 0.307], [0.104, -0.324, -0.269], [0.012, -0.067, -0.281], [0.065, -0.122, 0.188], [-0.299, -0.439, 0.290], [-0.192, 0.661, 0.265], [-0.131, 0.316, 0.652], [-0.236, 0.152, 0.316], [0.420, 0.339, -0.171], [-0.256, -0.064, -0.194], [0.902, 0.412, 0.237], [-0.182, 0.110, -0.334], [-0.427, 0.067, 1.186], [0.437, 0.228, -0.267], [-2.528, 1.420, -1.029], [0.874, -0.044, 2.349], [0.420, -1.102, -0.755], [0.225, 1.286, -0.494], [0.007, -1.543, -1.641], [2.167, 0.562, -0.921], [-1.667, -0.017, 0.230], [-0.597, -0.667, -0.936], [0.090, 0.787, 2.771], [-0.409, -0.168, 0.190], [0.192, 0.367, -0.397], [0.542, -0.545, -0.525], [0.146, -0.228, 0.581], [-0.353, -1.225, 0.113], [0.622, -0.444, -0.829], [0.796, 0.824, 0.772], [-0.123, 0.334, 0.487], [-0.233, 0.019, 0.038], [0.191, 0.032, -0.201], [-0.224, -0.695, 0.307], [-0.527, -0.315, 0.513], [0.579, 1.076, -0.088], [0.038, -0.320, -0.836], [0.021, 0.643, -0.142], [-0.020, -0.168, 0.151], [-0.190, 0.062, -0.049], [-0.024, -0.015, 0.239], [-0.282, -0.570, 0.063], [-1.058, 0.500, -0.209], [1.684, 0.493, -1.219], [0.134, 0.502, 1.389], [-0.248, 0.397, -1.796], [-1.011, 0.730, 0.586], [0.199, -1.751, 0.412], [0.366, 0.117, -0.406], [-1.374, 0.044, -0.353], [0.127, -0.236, 0.182], [0.901, 0.000, -0.155], [0.508, 0.064, 0.486], [0.025, 0.039, 0.094], [0.463, -0.158, -0.323], [-0.370, 0.118, -0.020], [0.659, -0.281, 0.124], [-0.217, -0.120, 1.082], [0.172, 0.015, -0.214], [0.616, 0.447, 0.088], [-0.554, -0.254, 0.183], [-0.170, 0.182, 0.321], [0.015, 0.203, 0.549], [-0.555, -0.113, -0.361], [-0.270, 0.075, -0.487], [0.226, -0.123, -0.284], [-0.250, 0.012, 0.151], [0.304, -0.278, 0.007], [0.177, 1.235, 0.396], [1.011, -0.593, 0.668], [-0.142, 1.565, -0.285], [-0.024, -0.395, -1.131], [-0.459, 0.552, -0.155], [0.695, -0.811, 2.033], [-0.492, -0.916, -1.417], [0.160, -0.262, -0.212], [0.082, 0.069, 0.320], [0.048, 0.281, -0.232], [-0.499, -0.538, -0.346], [-0.163, -0.036, -0.085], [-0.045, 0.075, -0.264], [0.170, 0.196, 0.318], [0.247, -0.574, 0.471], [-0.179, -0.332, -0.496], [-0.232, 0.032, 0.173], [-0.039, 0.316, -0.705], [0.305, 0.329, 0.276], [-0.553, -0.090, -0.065], [0.119, -0.368, -0.145], [-0.437, -0.148, 0.122], [0.745, 0.216, -0.028], [0.067, 0.325, 0.800], [-0.476, -0.185, -0.279], [0.045, 0.092, 0.167], [-0.150, -0.075, 0.151]]}